Record 1
C35H30GeMoN4O12PS2 as an isolated structure. Source: the OMol25 dataset; level of theory: ωB97M-V/def2-TZVPD.

The geometry in XYZ format:
```
86
Properties=species:S:1:pos:R:3:forces:R:3
Mo -0.446172 2.679889 -0.496549 0.15 0.80 1.51
S 1.307848 2.843385 1.167359 -0.39 -0.03 -0.10
C 0.309724 3.930211 2.085072 0.29 -0.03 0.04
S -0.907055 4.549078 1.006287 0.10 -0.45 -0.79
C 0.425561 4.241652 3.395042 -0.15 -0.12 -0.35
C 1.414034 3.622665 4.215222 0.18 -0.11 0.10
N 2.203576 3.105771 4.870413 0.01 0.00 -0.06
C -0.481755 5.164019 3.996587 -0.13 0.17 0.16
N -1.219856 5.898193 4.482924 0.00 -0.01 -0.10
O 2.023851 3.015523 -3.665546 -0.07 0.14 0.44
C 1.212541 2.457808 -2.994220 0.06 -0.78 -1.25
O 0.843638 2.931041 -1.775776 1.00 0.24 0.24
C 0.469028 1.239089 -3.418608 -0.45 0.16 0.33
C 0.920765 0.556173 -4.535110 0.18 -0.05 -0.11
C 0.204181 -0.517361 -5.019966 -0.02 0.25 0.20
C -0.945488 -0.953948 -4.392126 -0.06 -0.09 -0.03
C -1.405128 -0.278771 -3.279978 0.28 0.49 0.18
C -0.748134 0.875202 -2.799886 0.22 -0.45 -0.38
O -1.303421 1.649907 -1.875173 -0.34 -0.07 -0.25
N -2.582643 -0.811723 -2.590160 -0.27 -0.15 0.16
O -2.841529 -0.380570 -1.477900 0.09 -0.03 -0.19
O -3.211450 -1.675913 -3.155569 0.06 0.09 -0.01
N 0.678643 -1.212170 -6.229142 0.02 -0.10 -0.02
O -0.022917 -2.104692 -6.654776 0.12 0.08 0.02
O 1.729387 -0.834560 -6.700830 -0.14 -0.07 0.02
H 1.830749 0.882136 -5.020974 -0.01 -0.04 -0.05
H -1.484964 -1.815691 -4.759894 0.01 0.00 0.01
C -1.549652 3.732640 -4.530266 0.06 0.04 -0.26
O -2.208298 3.967960 -3.267642 0.21 -0.27 0.52
P -1.556614 4.431104 -1.916988 -0.80 1.29 -0.63
O -2.739403 5.178454 -1.204183 0.25 -0.19 0.14
C -3.839309 4.487445 -0.565150 -0.28 -0.16 -0.02
O -0.580506 5.558325 -2.396558 0.02 -0.41 0.24
C 0.450780 6.220291 -1.630026 0.24 0.23 0.04
H -2.150721 4.227309 -5.287848 -0.01 0.01 0.04
H -1.523367 2.664814 -4.730060 -0.04 -0.01 0.07
H -0.544859 4.151544 -4.541528 -0.01 0.01 0.07
H -4.169413 5.109189 0.261118 0.07 0.02 -0.01
H -3.535118 3.507328 -0.190678 0.03 0.05 0.01
H -4.645482 4.363256 -1.284350 0.06 0.04 -0.04
H 0.881687 6.957305 -2.300278 -0.03 -0.03 -0.02
H 1.221524 5.511815 -1.330029 -0.07 -0.04 -0.02
H 0.025616 6.718174 -0.762181 -0.07 -0.02 -0.05
O -0.021564 0.438005 0.032509 -0.10 0.55 -0.14
C -1.090153 0.519606 0.666000 0.27 -1.18 0.18
O -1.574009 1.737765 0.751262 -0.54 -0.08 0.22
C -1.809250 -0.581563 1.360003 0.15 0.02 0.25
C -1.028537 -1.120278 2.584169 0.32 -0.12 -0.32
Ge 0.407026 -2.489124 2.182532 0.24 -0.05 0.40
C 0.641745 -2.732194 0.236436 -0.24 0.12 0.48
C 1.808479 -2.380236 -0.433917 0.03 0.01 -0.01
C 1.896101 -2.514653 -1.812980 0.03 0.00 -0.06
C 0.820394 -3.018446 -2.531670 0.05 0.01 0.00
C -0.340424 -3.395167 -1.870600 -0.11 -0.07 -0.02
C -0.426142 -3.255588 -0.491680 0.06 0.02 -0.07
C -0.142477 -4.206963 2.969183 -0.01 0.36 -0.19
C 0.701016 -5.306375 2.805154 -0.03 0.06 -0.08
C 0.351547 -6.547922 3.311300 0.05 -0.04 0.06
C -0.845676 -6.706174 3.996799 -0.02 0.03 -0.02
C -1.691061 -5.620870 4.169070 -0.02 -0.06 0.09
C -1.336304 -4.377493 3.664598 0.03 0.02 -0.09
C 2.109974 -1.956225 3.022832 -0.72 -0.17 -0.32
C 2.817719 -0.871995 2.519152 0.17 0.07 0.12
C 4.012766 -0.476812 3.102399 -0.04 0.08 -0.11
C 4.500935 -1.165622 4.201870 0.09 0.04 0.07
C 3.791680 -2.236686 4.721870 -0.05 -0.14 0.01
C 2.599296 -2.637447 4.131853 0.09 0.08 0.02
H -1.976010 -1.400028 0.661297 -0.07 0.19 -0.20
H -2.767950 -0.155686 1.656532 -0.07 -0.14 0.01
H -1.748784 -1.625868 3.225836 -0.01 0.07 0.01
H -0.616137 -0.296547 3.171527 0.09 -0.09 0.00
H 2.666160 -2.023814 0.124247 -0.02 0.04 -0.05
H 2.810887 -2.244134 -2.327012 0.01 -0.03 0.02
H 0.901420 -3.153479 -3.603424 0.00 -0.02 -0.02
H -1.170396 -3.818306 -2.424779 0.01 -0.02 0.01
H -1.318293 -3.594841 0.025986 -0.04 0.01 -0.05
H 1.640254 -5.186492 2.275087 0.00 -0.06 -0.02
H 1.013893 -7.393410 3.177932 0.01 0.00 0.00
H -1.116392 -7.673665 4.398334 -0.01 -0.01 -0.02
H -2.625605 -5.742173 4.701424 0.00 0.01 0.01
H -2.005385 -3.539326 3.818706 -0.03 -0.06 0.02
H 2.435718 -0.339680 1.658794 -0.02 0.15 -0.10
H 4.558697 0.366594 2.698201 0.03 -0.01 0.03
H 5.437173 -0.866347 4.654300 -0.01 0.01 0.02
H 4.166124 -2.772469 5.584572 0.03 0.03 0.00
H 2.051635 -3.481137 4.534245 0.02 0.00 0.03
```
Forces are in eV/Å.

The value obtained for the HOMO-LUMO gap is 4.486 eV. The calculation puts the LUMO energy at -6.65 eV. As for the total charge: +1.

Record 2
C35H46N2O3P2PtS2Si2 as an isolated structure. Source: the OMol25 dataset; level of theory: ωB97M-V/def2-TZVPD.

The geometry in XYZ format:
```
93
Properties=species:S:1:pos:R:3:forces:R:3
Pt -0.623582 -0.574955 -0.149642 -0.06 0.11 -0.11
C -2.700110 0.929687 -5.380768 0.01 0.00 -0.02
C -2.135165 1.550711 -4.125133 0.02 -0.04 -0.02
O -3.037704 1.246753 -3.056249 0.01 0.04 0.01
P -2.772114 1.826269 -1.575723 -0.01 0.00 -0.01
S -0.808057 1.687249 -1.123557 0.00 -0.09 0.06
S -4.193681 1.090089 -0.459565 0.00 -0.01 0.02
O -2.908753 3.429254 -1.780520 0.01 0.00 0.01
C -4.184472 4.072710 -1.800373 -0.01 0.01 0.00
C -4.958262 3.799276 -3.075603 0.00 0.00 0.00
H -2.036866 1.124647 -6.225839 0.00 0.01 0.00
H -3.687525 1.335508 -5.608339 0.00 0.00 0.00
H -2.784085 -0.148938 -5.250070 0.00 -0.02 0.01
H -2.037746 2.636274 -4.221045 -0.01 0.01 -0.01
H -1.157483 1.133082 -3.888837 0.00 0.01 0.00
H -3.962536 5.136450 -1.701357 0.00 0.00 0.00
H -4.757131 3.749319 -0.928547 0.00 0.00 -0.01
H -4.367907 4.072854 -3.952221 0.00 0.00 0.00
H -5.877943 4.388853 -3.079701 0.00 0.00 0.00
H -5.220028 2.744050 -3.145695 0.00 0.00 0.00
C 1.076618 2.745246 2.991875 0.01 -0.03 0.00
Si -0.105051 1.300083 2.732010 -0.01 0.05 -0.01
C -1.725487 2.056702 2.223133 -0.01 -0.01 0.03
C -0.430195 0.454491 4.388467 0.03 0.00 0.01
N 0.553006 0.205148 1.527504 -0.09 0.00 0.01
C 1.795991 -0.280980 1.622704 0.05 0.01 0.07
C 2.573960 -0.225518 2.817661 0.00 -0.01 -0.01
C 3.789968 -0.844903 2.938353 0.00 0.01 0.02
C 4.332069 -1.564713 1.853764 0.01 -0.02 -0.01
C 3.660951 -1.606244 0.666688 0.02 -0.02 -0.01
C 2.410131 -0.933025 0.457696 0.05 -0.01 0.01
N 1.796973 -0.856240 -0.702443 0.04 -0.06 -0.01
Si 2.280972 -1.427824 -2.263511 -0.02 0.02 -0.03
C 4.148176 -1.568818 -2.558020 -0.01 -0.02 -0.01
C 1.691402 -0.187325 -3.524502 0.02 0.00 0.00
C 1.535679 -3.126566 -2.541565 0.01 0.00 0.00
H 0.616239 3.478689 3.660059 -0.01 0.00 0.00
H 1.252126 3.234314 2.030464 -0.01 0.00 -0.01
H 2.045225 2.468260 3.407238 0.01 0.01 0.00
H -2.183391 2.502952 3.113347 0.00 0.00 -0.01
H -2.426895 1.339866 1.800423 0.00 0.01 -0.02
H -1.584609 2.835435 1.473963 0.01 0.01 -0.01
H -0.742745 1.217928 5.107990 0.00 -0.01 0.01
H 0.424503 -0.075086 4.812322 -0.01 0.00 -0.01
H -1.251109 -0.259276 4.294604 -0.02 -0.02 -0.01
H 2.165806 0.282352 3.678777 0.01 0.00 0.00
H 4.325256 -0.795922 3.879358 0.00 0.00 0.00
H 5.276127 -2.085317 1.964077 0.00 0.00 0.00
H 4.072232 -2.166380 -0.160877 0.00 0.01 0.03
H 4.688600 -0.733742 -2.105920 0.00 0.00 0.00
H 4.322409 -1.531644 -3.637598 0.01 0.00 0.00
H 4.586412 -2.497392 -2.186207 -0.01 0.00 0.00
H 2.299223 0.719982 -3.470695 0.00 0.00 0.00
H 0.653139 0.077825 -3.335836 -0.02 -0.02 0.00
H 1.774701 -0.596965 -4.535578 -0.01 0.02 -0.01
H 1.853049 -3.812532 -1.750347 0.00 0.00 0.00
H 1.851932 -3.542339 -3.502554 0.00 0.00 0.00
H 0.446329 -3.075688 -2.536100 -0.01 0.00 0.00
O -1.315998 -1.142979 -2.875094 -0.02 -0.02 0.00
C -1.585342 -1.364242 -1.711112 -0.04 0.11 -0.02
C -2.671848 -2.392051 -1.440998 0.04 -0.03 0.03
C -3.630998 -2.726815 -2.388398 -0.01 0.00 0.01
C -4.584497 -3.680956 -2.076654 -0.01 0.00 -0.01
C -4.570342 -4.317305 -0.836362 0.01 -0.01 0.00
C -3.605424 -3.991653 0.103341 0.00 -0.01 0.01
C -2.661154 -3.018460 -0.205930 -0.01 -0.01 -0.03
P -1.382958 -2.356664 0.891603 0.05 -0.06 0.01
C -2.276910 -2.168179 2.466266 0.04 0.02 0.03
C -2.055762 -2.953758 3.592431 0.00 0.00 -0.02
C -2.804343 -2.744493 4.743977 -0.03 0.02 0.01
C -3.779204 -1.757926 4.770667 0.01 -0.02 0.00
C -4.010536 -0.979950 3.642560 0.00 0.00 0.00
C -3.261465 -1.180725 2.495246 0.00 0.02 -0.03
C -0.210073 -3.716974 1.194531 0.02 0.03 0.02
C -0.268991 -4.925479 0.508659 -0.01 0.00 -0.01
C 0.722882 -5.881386 0.689342 -0.01 0.00 0.00
C 1.778566 -5.637171 1.554314 0.01 0.01 0.01
C 1.846307 -4.430382 2.240243 0.00 -0.02 -0.01
C 0.860658 -3.475228 2.057990 -0.02 0.01 0.00
H -3.623561 -2.214060 -3.341353 0.01 0.00 -0.01
H -5.355604 -3.929817 -2.795647 0.00 0.00 0.00
H -5.322564 -5.060671 -0.602281 0.00 0.00 0.00
H -3.597245 -4.474221 1.074576 -0.01 0.00 0.00
H -1.296939 -3.725355 3.578208 0.01 0.00 0.00
H -2.620659 -3.351916 5.621484 0.00 0.00 0.00
H -4.356496 -1.591158 5.671765 0.00 0.00 0.00
H -4.766327 -0.204898 3.658055 0.00 0.00 -0.01
H -3.428185 -0.568615 1.612622 -0.01 -0.02 0.02
H -1.081060 -5.116012 -0.181812 0.00 -0.01 0.00
H 0.672463 -6.815359 0.143398 0.00 0.00 0.00
H 2.555262 -6.380451 1.685630 0.00 0.00 0.00
H 2.678508 -4.217318 2.898800 0.00 0.00 0.00
H 0.934241 -2.526462 2.577901 0.00 0.00 0.00
```
Forces are in eV/Å.

Its expectation value of S² is 0.77. The value obtained for the HOMO-LUMO gap (spin up / spin down) is 6.270 / 6.537 eV. The calculation puts the LUMO energy (spin up / spin down) at 2.53 / 1.95 eV. The multiplicity is 2. As for the energy above the lowest of the compared OMol25 structures with the same formula, charge and spin: 0.00 kcal/mol. As for the total charge: -1.

Record 3
An isolated ion of composition C22H31Si and charge +1. Source: the OMol25 dataset; level of theory: ωB97M-V/def2-TZVPD.

The geometry in XYZ format:
```
54
Properties=species:S:1:pos:R:3:forces:R:3
C 0.379147 -2.206199 2.074784 -1.65 -0.02 0.76
C 0.223007 -1.502582 0.658998 1.18 -1.74 -0.51
C 0.705581 -2.465497 -0.490271 -1.28 0.24 -0.60
C -1.122179 -1.083246 0.488995 -1.20 -0.51 -0.32
C -1.942308 -1.291328 -0.726592 -0.91 0.53 -0.27
Si -3.691618 -0.472134 -0.620526 -0.24 0.84 0.69
C -4.494449 -0.448126 -2.271895 0.00 -0.07 -0.48
C -4.789217 -1.392392 0.576343 0.12 -0.19 0.01
C -3.391200 1.284838 0.001561 -0.13 -0.02 -0.29
H 1.376828 -2.674323 2.147609 -0.43 0.46 -0.16
H 0.228076 -1.420315 2.863501 0.29 -0.96 -0.63
H -0.372572 -3.034502 2.271646 0.73 1.00 -0.52
H 1.565746 -3.040182 -0.139683 0.04 0.30 -0.20
H -0.069526 -3.208712 -0.824279 0.62 0.75 0.54
H 0.945059 -1.815642 -1.368582 0.03 -0.92 0.62
H -1.654144 -0.643165 1.358194 0.54 -0.05 -0.34
H -1.419512 -0.801700 -1.591794 0.12 -0.71 0.47
H -2.209553 -2.350772 -1.046369 1.06 0.89 0.59
H -5.411699 0.146586 -2.263544 0.07 -0.01 0.14
H -3.847287 -0.024351 -3.036923 0.07 0.07 -0.13
H -4.771110 -1.450449 -2.592309 -0.03 -0.14 -0.08
H -5.702711 -0.805892 0.754865 0.26 -0.15 -0.04
H -5.090116 -2.359613 0.152701 0.03 0.14 0.16
H -4.308637 -1.574373 1.544099 -0.14 0.00 -0.05
H -4.359010 1.793166 0.189994 0.57 -0.24 -0.04
H -2.805294 1.286311 0.931001 -0.16 0.19 -0.13
H -2.843707 1.864156 -0.765163 -0.19 -0.14 0.37
C 3.332861 1.956265 -4.420358 0.36 -0.50 -0.10
C 2.904702 1.403221 -3.083233 0.01 0.07 0.28
C 3.386797 0.183376 -2.602088 -0.04 0.03 0.11
C 2.988753 -0.322699 -1.355407 -0.47 -0.43 -0.38
C 1.951635 0.268696 -0.571770 0.25 0.56 -1.89
C 1.405156 -0.427088 0.675503 3.91 1.22 1.23
C 1.640697 0.511484 1.903554 0.09 0.68 1.16
C 2.218056 -0.000961 3.099085 -1.05 -0.77 0.25
C 1.976790 0.580817 4.353949 -0.07 0.47 0.32
C 1.325200 1.819206 4.457639 -0.01 -0.33 -0.56
C 1.040523 2.488118 3.264728 0.26 -0.19 -0.06
C 1.311102 1.891071 2.014868 -1.57 -0.41 -0.04
C 1.536329 1.530880 -1.066442 -0.86 -0.56 -0.04
C 2.022514 2.094808 -2.262912 -0.43 -0.31 0.52
H 2.952927 2.959158 -4.572716 -0.07 0.13 -0.04
H 4.430895 1.989364 -4.483562 -0.31 0.04 0.03
H 2.995476 1.321607 -5.258955 0.03 0.21 0.39
H 4.056317 -0.368513 -3.280835 -0.16 0.07 0.76
H 3.430237 -1.284634 -1.081147 -0.23 0.25 0.19
H 2.185911 -1.219294 0.878014 -0.53 0.88 -0.32
H 2.682576 -0.994871 3.121251 -0.22 0.37 -0.22
H 2.193653 0.044677 5.293700 0.28 0.22 -0.77
H 1.023332 2.243981 5.423559 0.26 -0.27 -0.46
H 0.515290 3.450975 3.305145 0.55 -0.29 -0.18
H 1.038065 2.488277 1.141030 0.08 -0.39 0.44
H 0.687553 2.024731 -0.571236 0.55 -0.10 -0.38
H 1.639057 3.057783 -2.597721 0.01 -0.18 0.18
```
Forces are in eV/Å.

The value obtained for the HOMO-LUMO gap is 5.576 eV. The calculation puts the LUMO energy at -5.91 eV. As for the energy above the lowest of the compared OMol25 structures with the same formula, charge and spin: 51.85 kcal/mol. As for the total charge: +1.

Calculated values (Eh) of E_tot for the records, taken in order: -5756.1194 -3874.2680 -1146.0644.